Entry 1:
C4H2LiO2Ru as an isolated structure at a distorted geometry. Source: OMol25; level of theory: wB97M-V/def2-TZVPD.

Geometry as XYZ:
```
10
Properties=species:S:1:pos:R:3
H -2.8443 0.8422 -0.7975
O -2.2935 -0.1661 0.9209
C -2.0033 0.4705 -0.1852
C -0.7145 0.6792 -0.5928
C 0.5883 0.5797 -0.2258
Li -0.5571 -0.6883 1.4338
O 2.6929 -0.6169 0.1391
C 1.4785 -0.7758 -0.3229
Ru 2.3236 1.2381 0.7217
H 1.3294 -1.5626 -1.0912
```

## Properties
* charge: +1
* energy above the lowest of the compared OMol25 structures with the same formula, charge and spin: 8.5 kcal/mol
* electronic energy: -11047.80520 eV
* multiplicity: 7
* orbital gap (spin up / spin down): 6.785 / 7.478 eV
* HOMO level (spin up / spin down): -12.0 / -14.0 eV

Charges in e, computed with Mulliken, in the same order as the atoms: atom 1 (H): 0.37, atom 2 (O): -0.68, atom 3 (C): 0.38, atom 4 (C): 0.02, atom 5 (C): -0.68, atom 6 (Li): 0.89, atom 7 (O): -0.63, atom 8 (C): 0.19, atom 9 (Ru): 0.77, atom 10 (H): 0.37


Entry 2:
A 3-piece molecular cluster, CH8NO2 overall. Source: OMol25; level of theory: wB97M-V/def2-TZVPD.

Geometry as XYZ:
```
12
Properties=species:S:1:pos:R:3
C 0.2964 0.8795 1.0281
N 1.2087 -0.0109 0.9291
H -0.2273 1.0539 1.9534
H 0.1001 1.4519 0.1339
H 1.5052 -0.3460 -0.0099
H 1.7328 -0.3833 1.7148
H 1.4546 -1.3261 -2.1853
H 1.5953 0.1736 -2.3996
O 1.3301 -0.4775 -1.7391
H -3.1603 -0.0090 -0.5107
H -3.2136 -0.7480 0.8345
O -2.6217 -0.2580 0.2509
```

## Properties
* charge: +1
* energy above the lowest of the compared OMol25 structures with the same formula, charge and spin: 14.1 kcal/mol
* electronic energy: -6744.71642 eV
* orbital gap: 10.083 eV
* HOMO level: -15.1 eV

Charges in e, computed with Mulliken, in the same order as the atoms: atom 1 (C): -0.06, atom 2 (N): -0.08, atom 3 (H): 0.30, atom 4 (H): 0.24, atom 5 (H): 0.32, atom 6 (H): 0.28, atom 7 (H): 0.33, atom 8 (H): 0.33, atom 9 (O): -0.68, atom 10 (H): 0.32, atom 11 (H): 0.31, atom 12 (O): -0.61


Entry 3:
An isolated ion of composition C19H27F3NO6S2 and charge -1 at a distorted geometry. Source: OMol25; level of theory: wB97M-V/def2-TZVPD.

Geometry as XYZ:
```
58
Properties=species:S:1:pos:R:3
C 3.0560 3.1168 -1.9290
C 2.0574 2.1812 -1.2603
C 0.6175 2.6203 -1.3963
C -0.4340 1.9029 -0.5565
C -0.7850 0.3860 -0.7907
C -2.3157 0.3888 -0.5429
O -3.1245 -0.2409 -1.1811
O -2.6425 1.2093 0.4993
C -3.7923 0.8306 1.3086
C -3.9639 1.9322 2.3233
C -0.6796 -0.0323 -2.2535
O -0.4744 -1.1747 -2.6134
O -0.8330 0.9791 -3.1285
C -0.7065 0.5649 -4.5124
C -0.7125 1.7915 -5.3927
C -0.1406 -0.6685 0.1433
C 1.1870 -0.2192 0.6378
C 1.5232 -0.3272 1.9459
C 0.6097 -0.9227 2.8476
S 1.2816 -2.0833 4.0109
O 0.1617 -2.7548 4.6096
O 2.3481 -1.5101 4.7824
N 1.9498 -3.1033 2.8169
C 3.3647 -2.9519 2.5339
S 0.9535 -3.2030 1.2285
C 0.4519 -4.8843 1.6954
F -0.3429 -4.9331 2.7899
F -0.2573 -5.4107 0.6493
F 1.5380 -5.6766 1.9101
C -0.7433 -1.0850 2.5091
C -1.0875 -1.0814 1.1991
H 4.0669 2.7775 -1.6907
H 2.9284 3.1129 -3.0167
H 2.9442 4.1411 -1.5623
H 2.1632 1.1828 -1.7051
H 2.2935 2.0922 -0.1945
H 0.5374 3.6862 -1.1225
H 0.3025 2.5454 -2.4425
H -0.2646 2.0552 0.5247
H -1.3614 2.4415 -0.8041
H -4.6628 0.7100 0.6521
H -3.5529 -0.1231 1.8019
H -4.7808 1.6798 3.0003
H -3.0500 2.0573 2.9106
H -4.1944 2.8807 1.8342
H 0.2293 0.0006 -4.6440
H -1.5623 -0.0877 -4.7311
H -0.6470 1.4498 -6.4279
H -1.6319 2.3785 -5.3076
H 0.1537 2.4383 -5.2139
H -0.0242 -1.5518 -0.5118
H 1.9100 0.1144 -0.0983
H 2.4866 0.0022 2.3190
H 3.7179 -3.9312 2.1930
H 3.5619 -2.2010 1.7573
H 3.8932 -2.6809 3.4514
H -1.4700 -1.3291 3.2766
H -2.0511 -1.4818 0.8683
```

## Properties
* charge: -1
* energy above the lowest of the compared OMol25 structures with the same formula, charge and spin: 11.4 kcal/mol
* electronic energy: -63737.55921 eV
* SMILES: CCCCC(C(=O)OCC)(C(=O)OCC)C1C=CC(=[S@](=O)([O-])N(C)SC(F)(F)F)C=C1
* orbital gap: 5.192 eV
* HOMO level: -2.6 eV

Charges in e, computed with Mulliken, in the same order as the atoms: atom 1 (C): -1.60, atom 2 (C): 0.16, atom 3 (C): -0.49, atom 4 (C): -1.45, atom 5 (C): 2.79, atom 6 (C): -0.75, atom 7 (O): -0.67, atom 8 (O): -0.16, atom 9 (C): -0.09, atom 10 (C): -1.32, atom 11 (C): -0.43, atom 12 (O): -0.66, atom 13 (O): -0.24, atom 14 (C): -0.32, atom 15 (C): -1.18, atom 16 (C): 0.32, atom 17 (C): -0.46, atom 18 (C): -1.44, atom 19 (C): -0.87, atom 20 (S): 1.19, atom 21 (O): -0.67, atom 22 (O): -0.70, atom 23 (N): -0.02, atom 24 (C): -0.89, atom 25 (S): 0.04, atom 26 (C): 0.75, atom 27 (F): -0.22, atom 28 (F): -0.26, atom 29 (F): -0.26, atom 30 (C): -1.09, atom 31 (C): -0.33, atom 32 (H): 0.41, atom 33 (H): 0.31, atom 34 (H): 0.35, atom 35 (H): 0.30, atom 36 (H): 0.23, atom 37 (H): 0.48, atom 38 (H): 0.01, atom 39 (H): 0.39, atom 40 (H): 0.40, atom 41 (H): 0.33, atom 42 (H): 0.23, atom 43 (H): 0.42, atom 44 (H): 0.31, atom 45 (H): 0.31, atom 46 (H): 0.33, atom 47 (H): 0.31, atom 48 (H): 0.41, atom 49 (H): 0.29, atom 50 (H): 0.27, atom 51 (H): 0.72, atom 52 (H): 0.60, atom 53 (H): 0.55, atom 54 (H): 0.29, atom 55 (H): 0.29, atom 56 (H): 0.33, atom 57 (H): 0.50, atom 58 (H): 0.93